11
Properties=species:S:1:pos:R:3:forces:R:3:nbo_charge:R:1 method="wB97M-V/def2-TZVPD" charge=0 gap_ev=10.730 lumo_energy_ev=0.96 smiles=C[C@H](O)P total_energy_ev=-13520.86572 e_homo_ev=-9.773 relative_energy_ev=2.795
C -0.462 -0.453 1.051 -3.07 0.60 -1.64 -0.676
C 0.241 -0.296 -0.271 -2.30 -1.25 -3.45 -0.102
O 1.616 -0.139 -0.036 -0.18 1.67 -2.35 -0.688
P -0.544 0.947 -1.643 -1.36 -1.42 2.41 0.246
H 0.146 -0.762 1.901 -0.08 -0.19 -0.15 0.220
H -0.850 0.567 1.158 -0.45 -0.44 1.27 0.225
H -1.295 -1.205 0.713 1.05 1.49 1.83 0.220
H -0.089 -1.347 -0.725 1.78 1.77 -0.23 0.140
H 1.434 -0.799 0.563 2.47 -2.67 3.18 0.465
H -0.835 2.034 -0.740 0.12 -0.37 -0.27 -0.030
H 0.638 1.454 -1.971 2.01 0.80 -0.60 -0.021

=====

12
Properties=species:S:1:pos:R:3:forces:R:3:nbo_charge:R:1 method="wB97M-V/def2-TZVPD" charge=0 gap_ev="6.447 / 6.519" lumo_energy_ev="-2.39 / -2.28" total_energy_ev=-24356.76457 e_homo_ev="-8.832 / -8.795" relative_energy_ev=3.305
C 0.095 1.418 -0.357 -0.18 -0.55 0.14 -0.967
C 0.880 -0.803 1.220 -0.47 0.06 -0.27 -0.957
O -0.095 -1.149 -1.174 0.34 -0.19 -0.23 -0.994
P -0.510 -0.264 0.136 -0.11 0.48 -0.06 1.155
S -3.620 -0.413 -0.979 0.60 0.01 0.25 -0.157
H -0.621 1.880 -1.035 -0.04 -0.01 -0.03 0.239
H 0.187 2.045 0.526 0.03 0.10 0.11 0.232
H 1.060 1.325 -0.855 0.05 0.01 0.03 0.231
H 1.818 -0.680 0.680 0.07 0.03 -0.01 0.233
H 0.890 -0.210 2.132 0.02 0.05 0.06 0.234
H 0.750 -1.852 1.478 -0.02 0.01 0.01 0.242
H -0.834 -1.296 -1.770 -0.27 -0.02 0.00 0.510

=====

12
Properties=species:S:1:pos:R:3:forces:R:3:nbo_charge:R:1 method="wB97M-V/def2-TZVPD" charge=0 gap_ev=9.537 lumo_energy_ev=0.66 total_energy_ev=-24356.27885 e_homo_ev=-8.877 relative_energy_ev=3.791
C 0.840 -0.661 -0.562 1.65 2.93 0.94 -0.098
C -0.192 0.217 0.243 -2.98 -4.18 0.51 -0.673
O 0.297 -1.700 -1.354 1.23 2.06 -0.27 -0.689
P 0.223 1.370 1.619 -0.39 1.31 -0.10 0.324
S -1.434 0.796 -0.917 0.26 0.00 -1.65 -0.034
H 1.297 0.155 -1.293 -0.26 -2.09 1.45 0.193
H 1.536 -1.017 0.301 -0.53 0.29 -1.99 0.182
H -0.913 -0.762 0.962 2.25 2.75 -1.65 0.191
H -0.089 -2.222 -0.696 -1.33 -1.94 1.21 0.465
H -1.121 1.876 1.777 0.35 -0.76 0.21 -0.001
H 0.400 2.681 0.976 0.43 -1.09 -0.14 -0.013
H -0.931 0.136 -2.072 -0.69 0.72 1.47 0.154

=====

13
Properties=species:S:1:pos:R:3:forces:R:3:nbo_charge:R:1 method="wB97M-V/def2-TZVPD" charge=0 gap_ev=9.703 lumo_energy_ev=0.58 smiles="CS[P@@](C)(O)=S" total_energy_ev=-35195.52732 e_homo_ev=-9.128 relative_energy_ev=0.000
C -0.861 -0.441 2.189 -0.64 -1.12 -2.60 -0.694
S -1.372 0.389 0.604 1.14 -0.29 0.15 -0.078
P 0.381 -0.049 -0.488 1.26 0.37 -0.13 1.353
C -0.133 0.397 -2.210 1.65 -4.47 1.72 -0.935
O 1.375 1.209 -0.105 -0.84 -0.45 -0.18 -0.993
S 1.346 -1.747 -0.161 -0.82 0.91 -0.26 -0.592
H -0.171 -1.258 1.901 -0.84 0.05 0.33 0.255
H -1.846 -0.698 2.510 -0.33 -0.94 0.69 0.224
H -0.399 0.134 2.904 1.04 1.89 1.27 0.214
H 0.733 0.291 -2.874 -0.49 -0.15 0.10 0.257
H -0.906 -0.379 -2.255 -0.23 0.67 -1.15 0.250
H -0.379 1.349 -2.021 -1.60 3.59 -0.14 0.233
H 2.232 0.803 0.007 0.70 -0.04 0.21 0.507